Below is a cluster of 2 separate species, C9H14S in total, with properties calculated with ωB97M-V/def2-TZVPD.

Calculated values
Max |F| in eV Å⁻¹: 2.2
Orbital gap in eV: 9.807
Energy relative to the best compared isomer or geometry (same formula, charge and spin) in kcal/mol: 13.50
Electronic energy in Eh: -749.4914
Net charge: 0
LUMO in eV: 0.8
SMILES: Cc1ccccc1.CCS

Geometry as XYZ:
```
24
C9H14S ωB97M-V/def2-TZVPD
C 1.743 0.369 -3.448
C 1.908 0.697 -1.957
S 2.476 -1.198 -3.908
H 0.758 0.594 -3.852
H 2.326 1.170 -3.931
H 1.465 1.644 -1.671
H 1.361 -1.827 -4.305
H 2.976 0.585 -1.757
H 1.466 -0.068 -1.316
C -3.193 0.544 1.437
C 0.497 0.543 2.310
C -0.843 0.892 2.341
C 0.902 -0.652 1.758
C -1.829 0.031 1.866
C -0.086 -1.567 1.441
C -1.448 -1.284 1.521
H 1.221 1.223 2.744
H -1.136 1.807 2.843
H 1.943 -0.907 1.627
H 0.180 -2.601 1.237
H -4.008 -0.076 1.801
H -3.209 0.471 0.347
H -2.199 -1.997 1.216
H -3.271 1.607 1.655
```